## one
{
  "formula": "C3H5NO3",
  "method": "wB97M-V/def2-TZVPD",
  "symbols": ["C", "C", "C", "N", "O", "O", "O", "H", "H", "H", "H", "H"],
  "positions_angstrom": [[0.914, -1.785, 0.485], [-0.229, -1.168, 0.555], [-0.669, 1.028, 0.289], [-1.429, -1.656, 1.016], [-1.451, -2.144, 2.125], [-2.436, -1.270, 0.418], [-0.052, 1.618, -0.775], [0.946, -2.883, 0.460], [1.670, -1.275, 0.013], [-1.552, 0.462, 0.051], [-0.373, 1.405, 1.242], [0.723, 2.141, -0.515]],
  "nbo_charge": [-0.426, 0.011, 0.093, 0.440, -0.371, -0.423, -0.652, 0.208, 0.206, 0.240, 0.184, 0.490],
  "e_lumo_ev": [-0.38, -0.38],
  "gap_ev": [9.0, 9.0],
  "total_charge": 0,
  "multiplicity": 1
}

## two
{
  "formula": "C3H5NO3",
  "method": "wB97M-V/def2-TZVPD",
  "symbols": ["O", "C", "N", "C", "C", "O", "H", "H", "H", "O", "H", "H"],
  "positions_angstrom": [[0.957, -0.673, -0.719], [0.468, -0.105, 0.230], [-0.645, -0.523, 0.914], [-0.997, 0.432, 1.815], [-0.058, 1.370, 1.770], [0.900, 1.056, 0.787], [-1.183, -1.347, 0.680], [-1.878, 0.247, 2.397], [0.167, 2.182, 2.482], [0.769, -0.565, -3.707], [0.545, -0.549, -2.751], [0.955, -1.525, -3.898]],
  "nbo_charge": [-0.643, 0.859, -0.604, -0.092, 0.031, -0.434, 0.431, 0.232, 0.225, -0.959, 0.490, 0.464],
  "e_lumo_ev": 0.53,
  "smiles": "O=c1[nH]cco1.O",
  "gap_ev": 9.7,
  "total_charge": 0,
  "multiplicity": 1
}

Energies in kcal/mol, measured from the most stable structure: one 156.3; two 0.0.

## one
{
  "formula": "C5H4S",
  "method": "wB97M-V/def2-TZVPD",
  "symbols": ["C", "C", "C", "C", "C", "S", "H", "H", "H", "H"],
  "positions_angstrom": [[1.019, 0.689, 0.026], [0.788, -0.749, -0.060], [0.044, 1.621, 0.148], [-0.472, -1.272, 0.063], [-1.502, -0.381, 0.044], [-2.946, 0.198, -0.093], [1.994, 1.037, -0.104], [1.519, -1.443, -0.285], [0.149, 2.639, -0.011], [-0.592, -2.339, 0.272]],
  "nbo_charge": [-0.402, -0.023, -0.140, -0.443, -0.042, 0.227, 0.198, 0.205, 0.166, 0.254],
  "e_lumo_ev": [-1.09, -1.07],
  "gap_ev": [6.0, 6.9],
  "total_charge": 0,
  "multiplicity": 1
}

## two
{
  "formula": "C5H4S",
  "method": "wB97M-V/def2-TZVPD",
  "symbols": ["C", "C", "C", "C", "C", "S", "H", "H", "H", "H"],
  "positions_angstrom": [[-1.285, 0.990, -0.184], [-1.483, -0.286, -1.698], [-0.007, -0.298, 0.936], [0.110, 0.898, 0.011], [0.813, -0.353, -0.367], [-0.088, -1.174, -1.663], [0.322, -0.358, 1.888], [-0.945, -0.664, 0.807], [0.773, 1.772, 0.356], [1.788, -0.527, -0.086]],
  "nbo_charge": [0.095, -0.324, -0.307, -0.447, -0.430, 0.431, 0.234, 0.234, 0.267, 0.247],
  "e_lumo_ev": -0.53,
  "gap_ev": 8.0,
  "total_charge": 0,
  "multiplicity": 1
}

Energies in kcal/mol, measured from the most stable structure: one 0.0; two 75.0.

## one
{
  "formula": "C22H30N4O6S",
  "method": "wB97M-V/def2-TZVPD",
  "symbols": ["C", "O", "C", "C", "N", "C", "O", "C", "C", "C", "C", "C", "O", "C", "C", "C", "N", "C", "C", "O", "C", "C", "O", "C", "C", "C", "O", "N", "C", "N", "C", "C", "S", "H", "H", "H", "H", "H", "H", "H", "H", "H", "H", "H", "H", "H", "H", "H", "H", "H", "H", "H", "H", "H", "H", "H", "H", "H", "H", "H", "H", "H", "H"],
  "positions_angstrom": [[2.057, 3.565, 2.105], [1.154, 2.971, 3.013], [-0.195, 3.289, 2.793], [-0.757, 2.745, 1.468], [-0.463, 1.343, 1.328], [0.348, 0.864, 0.377], [0.918, 1.573, -0.436], [0.682, -0.641, 0.474], [0.126, -1.296, 1.713], [-1.132, -1.893, 1.731], [-1.617, -2.476, 2.883], [-0.857, -2.474, 4.054], [-1.427, -3.077, 5.133], [-0.708, -3.112, 6.342], [0.397, -1.872, 4.043], [0.876, -1.294, 2.881], [0.289, -1.331, -0.751], [1.055, -2.485, -1.200], [2.089, -3.016, -0.198], [3.184, -2.177, 0.059], [4.041, -1.954, -1.045], [-0.794, -0.873, -1.411], [-1.469, 0.040, -0.955], [-1.160, -1.502, -2.747], [-0.197, -1.094, -3.888], [0.835, -0.099, -3.406], [2.011, -0.384, -3.286], [0.401, 1.153, -3.076], [-0.861, 1.669, -3.144], [-1.833, 1.242, -3.874], [-2.938, 2.013, -3.731], [-2.815, 3.066, -2.888], [-1.231, 3.107, -2.208], [1.900, 4.649, 2.050], [1.971, 3.137, 1.102], [3.052, 3.364, 2.496], [-0.347, 4.380, 2.818], [-0.727, 2.836, 3.634], [-1.838, 2.912, 1.441], [-0.301, 3.254, 0.616], [-0.918, 0.697, 1.954], [1.777, -0.668, 0.518], [-1.740, -1.894, 0.839], [-2.589, -2.942, 2.904], [0.233, -3.661, 6.234], [-1.349, -3.635, 7.050], [-0.501, -2.105, 6.717], [1.012, -1.850, 4.929], [1.853, -0.834, 2.883], [0.363, -3.311, -1.397], [1.577, -2.237, -2.129], [1.624, -3.193, 0.775], [2.447, -3.979, -0.597], [4.913, -1.441, -0.644], [4.352, -2.905, -1.493], [3.575, -1.326, -1.808], [-2.161, -1.137, -2.976], [-1.198, -2.587, -2.657], [-0.770, -0.635, -4.693], [0.338, -1.962, -4.274], [1.044, 1.667, -2.475], [-3.821, 1.749, -4.285], [-3.543, 3.803, -2.624]],
  "nbo_charge": [-0.264, -0.536, -0.064, -0.263, -0.625, 0.829, -0.725, -0.200, -0.095, -0.200, -0.246, 0.306, -0.493, -0.253, -0.314, -0.133, -0.444, -0.259, -0.074, -0.546, -0.267, 0.708, -0.652, -0.501, -0.514, 0.712, -0.617, -0.643, 0.278, -0.516, -0.036, -0.460, 0.392, 0.160, 0.191, 0.192, 0.164, 0.183, 0.203, 0.230, 0.411, 0.272, 0.227, 0.224, 0.177, 0.202, 0.177, 0.220, 0.215, 0.202, 0.234, 0.204, 0.179, 0.194, 0.162, 0.205, 0.257, 0.225, 0.272, 0.230, 0.456, 0.208, 0.238],
  "e_lumo_ev": 0.66,
  "smiles": "COCCNC(=O)[C@@H](c1ccc(OC)cc1)N(CCOC)C(=O)CCC(=O)Nc1nccs1",
  "gap_ev": 8.8,
  "total_charge": 0,
  "multiplicity": 1
}

## two
{
  "formula": "C22H30N4O6S",
  "method": "wB97M-V/def2-TZVPD",
  "symbols": ["C", "C", "O", "C", "O", "C", "O", "O", "C", "C", "S", "O", "O", "H", "H", "H", "H", "H", "H", "H", "H", "H", "H", "C", "C", "C", "N", "C", "H", "H", "H", "H", "H", "C", "C", "C", "N", "C", "H", "H", "H", "H", "H", "C", "C", "C", "N", "C", "H", "H", "H", "H", "H", "C", "C", "C", "N", "C", "H", "H", "H", "H", "H"],
  "positions_angstrom": [[1.057, 1.587, 3.121], [1.029, 0.331, 2.085], [1.693, 0.654, 0.818], [0.907, 1.546, 0.046], [0.125, 1.002, -1.072], [0.550, 1.480, -2.338], [0.359, 1.036, -3.478], [1.383, 2.651, -2.185], [1.611, 2.744, -0.743], [3.054, 3.270, -0.277], [2.868, 5.129, -0.050], [4.176, 5.837, -0.224], [2.218, 5.347, 1.299], [1.829, 2.369, 2.778], [0.011, 2.065, 3.036], [1.287, 1.277, 4.190], [-0.069, 0.030, 1.903], [1.509, -0.543, 2.630], [0.085, 2.084, 0.638], [0.925, 3.636, -0.473], [3.840, 3.161, -1.108], [3.428, 2.826, 0.700], [1.901, 5.512, -1.006], [-3.810, -2.154, 1.712], [-4.029, -0.967, 2.455], [-3.019, -0.873, 3.382], [-2.202, -1.962, 3.228], [-2.674, -2.745, 2.209], [-4.416, -2.534, 0.902], [-4.835, -0.260, 2.326], [-2.813, -0.128, 4.136], [-1.381, -2.156, 3.779], [-2.163, -3.653, 1.927], [-8.169, -4.136, 3.619], [-8.197, -3.628, 4.942], [-7.102, -2.813, 5.090], [-6.412, -2.813, 3.908], [-7.058, -3.613, 3.004], [-8.883, -4.808, 3.167], [-8.937, -3.836, 5.701], [-6.754, -2.235, 5.933], [-5.560, -2.303, 3.729], [-6.672, -3.741, 2.005], [3.684, 3.112, -6.806], [4.052, 1.794, -7.172], [3.410, 0.937, -6.311], [2.673, 1.689, -5.437], [2.829, 3.015, -5.735], [4.007, 4.030, -7.275], [4.712, 1.504, -7.976], [3.416, -0.141, -6.245], [2.102, 1.323, -4.690], [2.321, 3.774, -5.159], [4.078, -2.100, -0.430], [4.505, -3.213, -1.195], [3.699, -3.281, -2.305], [2.799, -2.252, -2.236], [3.026, -1.524, -1.099], [4.495, -1.757, 0.506], [5.313, -3.890, -0.960], [3.689, -3.970, -3.135], [2.081, -2.060, -2.916], [2.420, -0.662, -0.863]],
  "nbo_charge": [-0.667, -0.086, -0.521, 0.364, -0.513, 0.988, -0.569, -0.502, 0.031, -0.641, 1.866, -0.883, -0.928, 0.230, 0.215, 0.232, 0.193, 0.213, 0.195, 0.192, 0.279, 0.288, 0.034, -0.317, -0.323, -0.088, -0.508, -0.066, 0.231, 0.233, 0.215, 0.415, 0.219, -0.299, -0.313, -0.079, -0.513, -0.081, 0.218, 0.219, 0.206, 0.426, 0.207, -0.299, -0.313, -0.078, -0.510, -0.083, 0.218, 0.219, 0.206, 0.427, 0.206, -0.300, -0.310, -0.075, -0.507, -0.088, 0.217, 0.222, 0.211, 0.415, 0.212],
  "e_lumo_ev": -0.07,
  "smiles": "CCO[C@@H]1OC(=O)O[C@@H]1C[SH](=O)=O.c1cc[nH]c1.c1cc[nH]c1.c1cc[nH]c1.c1cc[nH]c1",
  "gap_ev": 8.0,
  "total_charge": 0,
  "multiplicity": 1
}

Energies in kcal/mol, measured from the most stable structure: one 0.0; two 113.8.

## one
{
  "formula": "CH6P2S",
  "method": "wB97M-V/def2-TZVPD",
  "symbols": ["C", "P", "P", "S", "H", "H", "H", "H", "H", "H"],
  "positions_angstrom": [[-0.433, -1.232, -0.382], [2.227, 0.445, -0.050], [-1.341, 1.653, 0.180], [0.189, 0.244, 0.412], [-1.880, -1.753, 0.419], [-0.762, -1.029, -1.388], [0.230, -2.073, -0.259], [1.910, 1.483, -0.912], [-0.393, 2.650, 0.325], [0.253, -0.388, 1.654]],
  "nbo_charge": [-0.699, -0.217, -0.200, 0.452, 0.142, 0.241, 0.234, -0.019, -0.021, 0.087],
  "e_lumo_ev": -0.39,
  "gap_ev": 7.5,
  "total_charge": 0,
  "multiplicity": 1
}

## two
{
  "formula": "CH6P2S",
  "method": "wB97M-V/def2-TZVPD",
  "symbols": ["C", "P", "P", "S", "H", "H", "H", "H", "H", "H"],
  "positions_angstrom": [[2.834, 0.428, 0.355], [-3.918, -1.468, -0.425], [-1.674, 0.570, -1.445], [-2.167, -1.464, -1.628], [2.720, -0.575, -0.083], [3.216, 0.624, 1.233], [2.390, 1.330, -0.211], [-4.536, -0.544, -1.386], [-3.607, -0.538, 0.499], [-0.470, 0.597, -2.156]],
  "nbo_charge": [-0.476, 0.232, 0.171, -0.316, 0.171, 0.144, 0.161, -0.005, -0.028, -0.054],
  "e_lumo_ev": [0.17, -1.13],
  "gap_ev": [8.1, 7.8],
  "total_charge": 0,
  "multiplicity": 1
}

Energies in kcal/mol, measured from the most stable structure: one 60.7; two 0.0.